2 unconnected molecules or ions with the total composition C5H15N2O in a non-equilibrium geometry, computed with ωB97M-V/def2-TZVPD.

For the total energy, the calculation gives -383.71427 hartree. The largest force on an atom comes out at 3.1 eV/Å. As for the charge: +1. The value obtained for the HOMO-LUMO gap is 5.12 eV. Its energy above the lowest of the compared OMol25 structures with the same formula, charge and spin is 884.16 kJ/mol.

Positions of all 23 atoms, in Å:
N1 0.9780 -0.1951 -3.0445
C1 1.1509 -0.3968 -1.6036
C2 1.8654 0.8809 -1.1566
C3 -0.2669 -0.6488 -1.0459
N2 -0.4876 0.1559 0.1898
C4 -1.5332 -0.3159 1.0592
C5 -1.1244 -0.2906 2.5238
O1 -0.9527 1.0401 2.9640
H1 1.8055 -1.2995 -1.3761
H2 0.5778 -0.9691 -3.5770
H3 1.9067 -0.1103 -3.4622
H4 1.7797 -0.7863 0.8531
H5 2.3898 1.3778 -1.9716
H6 1.1434 1.6605 -0.8198
H7 2.5683 0.6558 -0.3465
H8 -0.2769 -1.7141 -0.7129
H9 -1.0376 -0.5083 -1.8017
H10 0.5735 -0.3641 0.3471
H11 -1.7796 -1.3777 0.8487
H12 -2.4860 0.2254 0.9794
H13 -1.8366 -0.7022 3.2532
H14 -0.1938 -0.8953 2.5758
H15 -0.5530 1.5548 2.2480